(1)
Below is a molecular structure, C64H57CrN5O2P2S, with properties calculated with ωB97M-V with the def2-TZVPD basis set.

```
132
C64H57CrN5O2P2S ωB97M-V with the def2-TZVPD basis set
C -2.14 3.47 -2.09
H 1.90 -3.75 0.41
H -1.34 -6.02 1.72
H -2.18 4.22 -1.31
C -4.78 0.14 3.06
H -3.76 -3.66 1.42
H 1.95 -4.83 1.81
H 4.74 -2.99 -3.96
H -1.76 0.98 -5.01
C -2.86 3.03 0.95
C -1.74 3.17 3.40
H 3.25 -4.63 5.46
H 1.90 0.73 -2.83
C 0.78 3.03 -0.34
H -5.36 -1.42 -3.06
O -0.17 -2.61 0.54
C 2.63 -2.77 4.60
C -3.51 3.80 1.94
H 5.89 -3.05 1.55
C -3.38 -2.21 -2.73
H 3.11 4.51 1.65
C -1.51 2.24 -1.87
H -2.63 -2.31 1.39
C -2.51 -5.19 -0.39
P 2.04 -0.81 -0.41
H 3.98 -3.24 6.21
C 2.36 -2.01 -1.76
S 0.18 0.02 2.12
C -0.21 2.62 5.17
H -6.94 1.72 -0.45
H 4.22 0.89 0.79
H -1.61 5.17 5.80
H -3.20 5.80 4.16
H -5.84 0.96 -2.26
H 0.42 -2.86 -1.63
H -0.81 0.44 -2.82
O -1.25 -0.49 1.87
C 3.67 -3.65 5.25
H 0.75 -4.46 -3.48
H -0.25 -1.04 4.64
N -4.82 0.31 1.74
C 2.72 1.14 -2.25
C -1.37 1.36 -2.94
C 2.00 4.77 -1.52
C 4.13 -1.98 0.87
C -0.14 1.48 3.03
H -2.99 -5.93 0.25
C 1.04 3.76 -1.51
H 3.38 2.41 -3.84
C 3.79 -2.97 -3.45
N 0.12 -4.83 0.78
H 2.94 -4.55 -4.63
C 1.58 -4.72 0.79
C 1.55 -3.79 -3.19
C -6.10 1.07 -0.22
C -6.88 0.85 3.42
C -5.96 0.79 1.23
C 3.59 -2.05 -2.43
C -2.56 2.87 -4.38
H -3.34 2.97 -0.02
C 1.35 -2.88 -2.16
C 4.83 -3.73 4.22
H 1.14 1.01 4.67
C 2.53 4.31 0.76
C 4.03 1.21 -0.22
H -4.26 4.53 4.72
C -1.66 2.38 1.13
H -3.26 -4.82 -1.09
C -5.45 0.61 -1.30
C -3.25 4.74 4.38
C 2.78 -3.84 -3.83
H 0.33 -6.49 2.01
C 2.32 -1.61 2.41
H 5.71 2.54 -0.25
C -4.34 -0.37 -1.49
H -4.44 4.30 1.72
H -1.39 -2.73 -2.18
C -2.68 3.77 -3.33
H -0.42 -6.87 0.46
C 1.13 -1.09 3.01
C -3.05 -3.12 0.80
H -2.63 3.86 6.32
H 3.46 5.86 -0.39
C 1.43 -2.31 5.09
H 5.75 -3.28 4.61
C -2.18 4.32 5.44
C -1.89 1.67 -4.19
H -3.01 0.41 -0.02
C 3.56 2.07 -2.83
C 2.97 0.67 -0.95
H -7.68 1.05 4.12
C 0.35 1.65 4.31
H 0.18 2.73 6.17
C 1.58 3.30 0.78
P -0.64 1.82 -0.32
C -0.37 -6.13 1.26
C 3.05 -2.42 3.30
C 0.69 -1.44 4.27
C -1.15 2.32 2.46
H -7.96 1.46 1.66
C 4.87 2.14 -0.81
H 2.16 5.33 -2.44
H 2.02 -5.50 0.17
N -2.00 -4.04 0.37
H 1.06 -2.57 6.07
H 4.57 -1.87 -0.12
C -2.22 -2.07 -2.01
C -0.68 -3.79 0.54
H 1.47 2.74 1.70
H -3.59 -2.71 -0.05
H 0.50 3.57 -2.42
H -3.16 4.73 -3.49
C -3.13 -0.29 -0.82
C -1.29 3.33 4.73
H -3.46 -2.98 -3.48
C -4.44 -1.34 -2.48
C 2.73 5.06 -0.38
H -1.72 -5.66 -0.96
N -5.74 0.38 3.94
H -2.97 3.11 -5.35
H -3.85 -0.25 3.46
C 2.88 -1.46 1.10
C 4.66 2.55 -2.12
C 4.33 -2.96 3.03
H 4.38 -1.35 -2.20
N -2.09 -1.11 -1.08
C -2.90 3.93 3.15
Cr -0.40 -0.63 0.00
C 4.90 -2.70 1.81
H 5.07 -4.75 3.96
H 5.33 3.26 -2.58
C -7.03 1.07 2.06
```

## Properties
**Net charge**: +3
**Multiplicity**: 2
**Total energy**: -136651.0713 eV
**<S²>**: 0.772
**Highest occupied orbital energy (spin up / spin down)**: -15.008 / -15.004 eV

***

(2)
Below is a molecular structure, C18H24ClO9Si2Yb, with properties calculated with ωB97M-V with the def2-TZVPD basis set.

```
55
C18H24ClO9Si2Yb ωB97M-V with the def2-TZVPD basis set
C 2.24 -1.82 -2.41
C -3.18 0.60 -1.77
C 3.26 1.28 0.18
C -3.24 1.57 1.05
H -3.03 -0.71 2.35
O -3.80 2.62 1.33
H 0.62 0.45 -4.08
H 2.42 3.60 2.14
C -4.66 -2.48 0.02
H -4.39 -3.53 -0.06
C 3.25 0.69 -1.10
C 5.62 1.82 -0.10
C -3.57 -0.91 1.43
H 1.49 0.68 3.71
H 3.13 -1.75 -3.06
H -5.63 -2.33 -0.46
O -3.70 1.31 -2.63
C -4.09 -0.15 -0.78
H 0.67 3.38 2.35
H 2.49 -2.45 -1.56
Si 1.67 1.34 1.27
H 6.53 2.27 0.29
H 6.51 1.22 -1.97
O -0.47 -1.42 2.19
Cl -0.09 -2.71 1.61
C 4.46 1.84 0.65
O -1.08 -3.70 1.89
C 4.43 0.69 -1.84
O 1.19 -3.12 2.09
H 3.16 1.15 3.33
H 2.37 0.75 -4.12
H 4.48 2.29 1.63
H 1.46 -2.33 -2.98
H -5.13 0.57 1.01
H 2.55 -0.44 2.85
H 1.27 1.91 -3.35
Si 1.64 -0.08 -1.84
H 1.32 3.78 0.76
O -0.01 -2.44 0.16
O -1.93 0.36 -1.64
C -4.63 -2.01 1.50
C -3.59 -1.59 -0.61
H -3.07 -2.00 -1.47
C 1.46 0.84 -3.51
C 2.28 0.62 2.95
H -5.10 -0.12 -1.19
H -4.29 -2.81 2.15
H -5.59 -1.63 1.86
O -2.64 -1.44 0.47
O -1.97 1.35 1.08
H 4.44 0.24 -2.83
C 5.61 1.24 -1.37
Yb -0.56 -0.04 0.07
C 1.51 3.21 1.67
C -4.10 0.34 0.71
```

## Properties
**Net charge**: -2
**Relative energy (zero: lowest compared OMol25 entry of this formula, charge and spin)**: 0.0 kJ/mol
**Multiplicity**: 2
**Total energy**: -97289.0154 eV
**<S²>**: 0.751
**Highest occupied orbital energy (spin up / spin down)**: -0.729 / -0.784 eV

***

(3)
Below is a gas-phase ion, C5H12NO2 (charge -1), with properties calculated with ωB97M-V with the def2-TZVPD basis set.

```
20
C5H12NO2 ωB97M-V with the def2-TZVPD basis set
H 2.86 0.05 0.28
H 0.67 0.16 -1.69
O -2.24 -0.48 1.90
H -2.72 -0.06 1.15
C -0.64 -0.57 0.05
H -1.82 -0.36 -1.67
H 1.00 1.89 -1.26
O 3.11 -0.31 -1.73
H -0.10 -1.31 -0.45
C -0.95 -0.94 1.59
H -1.02 -2.03 1.71
H -0.33 -0.45 2.32
H -0.77 1.54 0.19
H 0.56 0.94 1.16
C 0.06 0.83 0.22
C 1.04 0.92 -0.95
C 2.59 0.45 -0.76
N -1.92 -0.41 -0.69
H -2.45 -1.33 -0.55
H 3.08 1.44 -0.83
```

## Properties
**Net charge**: -1
**Relative energy (zero: lowest compared OMol25 entry of this formula, charge and spin)**: 422.8 kJ/mol
**Total energy**: -10962.6079 eV
**Highest occupied orbital energy**: -2.093 eV

***

(4)
Below is a single C5H8N2O2 molecule, with properties calculated with ωB97M-V with the def2-TZVPD basis set.

```
17
C5H8N2O2 ωB97M-V with the def2-TZVPD basis set
H 0.44 -2.84 0.68
N 0.00 -1.90 0.61
O -0.97 -0.82 -1.81
C -1.01 0.74 1.02
N 0.16 0.19 1.65
H -1.60 1.42 1.61
C -0.31 0.35 -2.00
H 1.35 -1.47 2.17
C 0.28 1.17 0.51
H -1.67 0.11 0.40
O -0.58 1.02 -2.99
H -0.67 -1.27 -1.00
C 0.55 -1.11 1.45
H 1.21 1.62 -1.32
H 1.43 -0.09 -0.82
H 0.72 2.13 0.77
C 0.69 0.75 -0.94
```

## Properties
**Relative energy (zero: lowest compared OMol25 entry of this formula, charge and spin)**: 229.7 kJ/mol
**Total energy**: -12388.5545 eV
**Highest occupied orbital energy**: -9.998 eV

***

(5)
Below is a molecular structure, C25H22NaO2P2, with properties calculated with ωB97M-V with the def2-TZVPD basis set.

```
52
C25H22NaO2P2 ωB97M-V with the def2-TZVPD basis set
C -3.68 -0.49 -2.36
C 1.25 1.79 3.90
P 0.07 1.15 1.56
C 1.14 0.69 -2.92
C 2.17 1.69 4.92
H -4.44 -0.73 1.83
C 2.96 0.15 -4.96
C -3.38 -0.93 1.94
C 0.90 -0.33 -3.83
C 3.23 0.79 4.82
O -0.52 2.54 -1.75
H -2.82 1.06 1.46
C 1.81 -0.60 -4.85
C -1.09 -0.17 1.86
P -0.04 1.11 -1.66
H 0.43 2.50 3.98
H -0.28 -1.80 -1.09
H 4.11 1.78 -4.15
H -2.75 1.44 -2.51
C -2.95 -2.20 2.31
C 3.22 1.18 -4.06
H -1.25 -3.43 2.77
H 0.38 -1.66 2.41
H 1.22 -0.20 -0.06
H -3.67 -2.99 2.49
C -2.46 0.07 1.72
H 1.60 -1.40 -5.55
H -4.34 -2.51 -2.15
H 4.19 -0.69 3.61
C 2.44 0.10 2.67
C 2.31 1.45 -3.05
H 2.58 -0.52 1.79
C -2.29 -2.29 -1.58
H -4.63 -0.13 -2.73
C -0.67 -1.44 2.25
H 2.07 2.32 5.80
C -1.23 -1.41 -1.44
Na -1.17 3.55 -0.07
C -2.61 0.40 -2.23
C -3.51 -1.82 -2.04
H -2.16 -3.33 -1.32
C -1.59 -2.45 2.47
O -0.57 2.52 1.62
H 2.53 2.27 -2.38
H 0.00 -0.93 -3.78
H 1.72 1.47 -0.14
C 0.83 0.83 -0.07
C 3.36 0.00 3.69
C 1.37 0.99 2.76
H 3.94 0.72 5.63
H 3.67 -0.06 -5.76
C -1.38 -0.06 -1.77
```

## Properties
**Net charge**: +1
**Total energy**: -53370.3644 eV
**Highest occupied orbital energy**: -12.176 eV

***

(6)
Below is a molecular structure, C16H25F5MoNO6Te, with properties calculated with ωB97M-V with the def2-TZVPD basis set.

```
55
C16H25F5MoNO6Te ωB97M-V with the def2-TZVPD basis set
C -3.37 0.63 1.86
C -0.12 -2.62 -1.85
C -5.56 1.66 1.66
H 0.72 3.38 0.99
H -7.07 0.84 2.93
C 0.48 1.71 2.32
C 1.49 -0.50 2.65
Te -3.80 -0.18 -1.24
C 0.97 2.32 1.03
H -3.81 2.35 0.61
H 3.62 -1.94 -0.13
O 0.40 0.29 2.17
F -4.32 -1.61 -2.32
H 1.99 -3.64 -0.87
O 0.27 -0.27 -1.73
O 0.31 -2.49 -0.48
H 0.32 -3.51 -2.31
O 0.32 1.63 -0.04
F -4.64 -1.46 0.05
O -2.08 -1.26 -0.50
C 2.61 -1.65 -0.41
F -2.43 1.51 -1.04
C 1.67 -2.82 -0.23
C 2.67 -0.48 1.70
N -2.11 0.48 1.38
H 1.09 -1.51 2.74
H -6.21 2.40 1.21
H -1.19 -2.75 -1.81
C 0.26 1.03 -2.35
H 2.62 -1.31 -1.44
C -4.23 1.61 1.27
Mo -0.95 -0.21 0.24
H 1.11 1.98 3.16
H 1.94 1.83 -1.27
H -0.54 2.04 2.51
O 2.18 -0.54 0.37
C -6.03 0.79 2.62
C -3.86 -0.23 2.87
H -0.55 -1.21 -3.41
F -4.69 0.84 -2.53
C 0.86 1.96 -1.33
H 2.04 2.21 0.90
H 0.89 1.02 -3.24
H 3.33 -1.32 1.93
C 0.22 -1.37 -2.66
H -0.75 1.30 -2.61
H -5.56 -0.82 3.99
H 1.19 -1.43 -3.14
H 0.62 2.99 -1.58
C -5.18 -0.15 3.23
H -3.20 -0.96 3.29
H 1.71 -3.17 0.81
H 3.24 0.44 1.81
F -2.46 -0.23 -2.64
H 1.79 -0.15 3.64
```

## Properties
**Net charge**: +1
**Relative energy (zero: lowest compared OMol25 entry of this formula, charge and spin)**: 328.6 kJ/mol
**Multiplicity**: 3
**Total energy**: -53499.3102 eV
**<S²>**: 2.023
**Highest occupied orbital energy (spin up / spin down)**: -11.373 / -11.336 eV